Record 1
C30H30Cl2N4O9Os | ωB97M-V with the def2-TZVPD basis set

Each line ends with the Löwdin charge.
Geometry (Å):
Os  0.484314  -0.662059  -0.340310  1.8703
O  3.905644  -1.838602  -5.186816  0.1375
C  3.200705  -0.767699  -5.517693  -0.4997
O  3.209138  -0.314703  -6.631552  0.0922
C  2.362007  -0.144725  -4.450564  -0.0294
C  1.609179  1.008055  -4.618904  -0.5699
Cl  1.391300  2.023065  -5.953195  0.8374
N  0.978900  1.272640  -3.451734  -0.0596
N  1.281434  0.353188  -2.533683  0.0874
C  2.088850  -0.513293  -3.113965  -0.1272
C  2.514243  -1.674265  -2.280153  -0.4974
O  3.311912  -2.496667  -2.682503  0.1174
O  1.988929  -1.707181  -1.084334  -0.1816
C  0.105354  2.359353  -3.121216  -0.2279
C  0.634576  3.623707  -2.938608  -0.0101
C  -0.217987  4.659969  -2.589610  -0.0598
C  -1.573006  4.418114  -2.412041  -0.0731
C  -2.086121  3.140844  -2.587211  -0.0609
C  -1.244955  2.101865  -2.954288  -0.0078
H  3.800060  -2.095387  -4.236598  0.0675
H  1.696397  3.786306  -3.065008  0.1278
H  0.179798  5.655445  -2.445992  0.1113
H  -2.231478  5.227269  -2.125730  0.1105
H  -3.141608  2.953139  -2.443380  0.1124
H  -1.628307  1.101438  -3.107027  0.1082
C  3.133458  -3.726493  2.593107  -0.0606
C  1.831674  -3.730533  3.383683  -0.1581
C  1.178056  -2.334040  3.495613  -0.3123
C  -0.155837  -2.424866  4.261471  -0.1606
C  -0.870988  -1.083057  4.368766  -0.0619
C  2.125403  -1.432207  4.263408  -0.4257
O  2.428042  -1.648759  5.413268  0.1144
N  2.628214  -0.344669  3.589953  0.2204
C  2.369275  0.049465  2.275411  -0.5090
O  2.934392  0.999470  1.799216  0.1016
N  1.458994  -0.728228  1.584467  0.0342
C  0.894639  -1.837377  2.103268  -0.4641
O  0.109898  -2.456999  1.364803  0.0001
H  3.552620  -4.730827  2.546415  0.0804
H  3.881953  -3.081421  3.057404  0.0830
H  2.980795  -3.388781  1.565428  0.0785
H  1.998802  -4.084186  4.402070  0.1255
H  1.101387  -4.389747  2.912062  0.1234
H  0.067036  -2.823308  5.251768  0.1252
H  -0.783104  -3.147271  3.737810  0.1227
H  -0.264484  -0.350159  4.904582  0.0831
H  -1.810653  -1.187840  4.909964  0.0791
H  -1.104173  -0.677257  3.380717  0.0719
H  3.291780  0.233336  4.088050  0.1688
C  -3.419449  -1.779205  -1.600537  -0.0794
C  -2.152516  -2.169160  -0.840922  -0.5033
C  -2.055012  -3.682787  -0.680565  -0.0821
C  -0.912874  -1.618212  -1.556672  -0.2599
H  -4.308109  -2.182379  -1.112670  0.0790
H  -3.390906  -2.169247  -2.621019  0.0847
H  -3.528764  -0.693696  -1.655573  0.0698
H  -2.217327  -1.723426  0.156835  0.1035
H  -2.041124  -4.166169  -1.660913  0.0841
H  -2.914366  -4.070472  -0.131075  0.0807
H  -1.150542  -3.962791  -0.143368  0.0645
H  -1.187379  -0.849238  -2.288201  0.0383
H  -0.391309  -2.411374  -2.100856  0.0768
Cl  -3.849821  6.184831  2.385055  0.6828
C  -2.882244  4.862939  1.820599  -0.6602
C  -3.457192  3.606288  1.702145  -0.0889
C  -2.681066  2.553936  1.247693  -0.0031
C  -1.348835  2.767526  0.911734  -0.1434
C  -0.784768  4.032464  1.041477  -0.0043
C  -1.550456  5.088115  1.500297  -0.0886
C  -0.508593  1.670163  0.393030  -0.5684
O  0.640073  1.830408  -0.014141  0.0044
O  -1.029137  0.461877  0.365235  -0.1897
H  -4.494985  3.461950  1.965819  0.1081
H  -3.104447  1.564236  1.144970  0.1216
H  0.255030  4.171882  0.778885  0.1285
H  -1.130341  6.077478  1.612155  0.1091

Force components x, y, z for each atom (eV/Å):
0.1 0.0 -0.1
0.1 0.0 0.1
-0.1 -0.1 0.0
0.0 0.0 0.0
-0.1 0.0 0.0
0.1 0.0 0.1
0.0 0.0 0.0
0.1 0.1 0.0
-0.1 -0.2 0.0
0.1 0.0 -0.1
0.2 0.2 0.0
0.0 0.0 0.1
-0.1 -0.2 0.1
0.0 0.0 0.0
0.0 0.0 0.0
0.0 0.0 0.0
0.0 0.0 0.0
0.0 0.0 0.0
0.0 0.0 0.0
-0.1 0.0 -0.1
0.0 0.0 0.0
0.0 0.0 0.0
0.0 0.0 0.0
0.0 0.0 0.0
0.0 0.0 0.0
0.0 0.0 0.0
-0.1 0.0 0.0
0.0 -0.2 0.0
0.0 0.0 0.0
0.0 0.0 0.0
-0.1 0.1 0.0
0.0 0.0 0.0
0.0 0.1 0.0
0.2 -0.1 0.0
0.0 0.1 0.0
-0.2 -0.1 0.1
0.0 0.0 -0.1
0.0 0.1 0.1
0.0 0.0 0.0
0.0 0.0 0.0
0.0 0.0 0.0
0.0 0.0 0.0
0.0 0.0 0.0
0.0 0.0 0.0
0.0 0.0 0.0
0.0 0.0 0.0
0.0 0.0 0.0
0.0 0.0 0.0
0.0 0.0 0.0
0.0 0.0 0.0
0.0 0.0 0.1
0.0 0.0 0.0
0.0 0.1 -0.2
0.0 0.0 0.0
0.0 0.0 0.0
0.0 0.0 0.0
0.0 0.0 0.0
0.0 0.0 0.0
0.0 0.0 0.0
0.0 0.0 0.0
0.0 0.0 0.0
0.0 0.0 0.0
0.0 0.0 0.0
0.0 0.0 0.0
0.0 0.0 0.0
0.0 0.0 0.0
0.0 0.0 0.0
0.0 0.0 0.0
0.0 0.0 0.0
0.0 0.0 0.0
0.0 0.1 0.1
0.0 -0.1 0.0
0.0 0.0 0.0
0.0 0.0 0.0
0.0 0.0 0.0
0.0 0.0 0.0

Values from the calculation:
HOMO level (alpha / beta), eV: -9.0323 / -9.8520
Multiplicity: 5
HOMO-LUMO gap (alpha / beta), hartree: 0.3244 / 0.2901
⟨S²⟩: 6.014
LUMO level (alpha / beta), eV: -0.2 / -2.0
Energy above the lowest of the compared OMol25 structures with the same formula, charge and spin, kcal/mol: 0.00


Record 2
C4H5N3O | ωB97M-V with the def2-TZVPD basis set

Each line ends with the Löwdin charge.
Geometry (Å):
C  1.314268  -0.060319  0.075303  -0.3005
C  -0.661875  0.831386  -0.116907  -0.4385
C  -1.359391  -0.968602  0.198069  -0.1215
C  -0.063067  -0.430245  -0.081860  -0.0902
H  2.396541  -1.595635  0.080878  0.1321
H  2.146171  1.766698  -0.129072  0.1442
H  -2.349888  0.633897  -0.936814  0.1186
H  -1.597566  -1.362035  1.220888  0.1247
H  -1.790416  -1.722691  -0.525041  0.1151
N  1.339979  1.287684  0.154512  0.0468
N  0.119041  1.807558  0.139042  0.0900
N  -1.984466  0.455732  0.008566  0.0808
O  2.490665  -0.643429  -0.087559  0.0983

Force components x, y, z for each atom (eV/Å):
-2.8 -0.8 -0.5
2.3 -0.8 1.4
-4.1 -2.4 -0.4
4.9 1.7 -0.3
0.2 0.4 -0.2
0.9 1.2 -0.1
-0.7 -0.7 0.6
0.4 0.6 -0.8
0.4 0.7 0.6
-0.3 -2.2 0.3
-0.7 4.1 -0.8
-1.3 -0.5 -0.2
0.9 -1.4 0.4

Values from the calculation:
HOMO level, eV: -8.3349
Multiplicity: 1
HOMO-LUMO gap, hartree: 0.3231
LUMO level, eV: 0.5
Energy above the lowest of the compared OMol25 structures with the same formula, charge and spin, kcal/mol: 104.14


Record 3
C10H16O | ωB97M-V with the def2-TZVPD basis set

Each line ends with the Löwdin charge.
Geometry (Å):
C  2.806393  1.088134  -1.598396  -0.0618
C  1.932042  0.990592  -0.376129  -0.2872
C  2.168342  -0.006925  0.561994  -0.0413
C  1.413446  -0.079544  1.725070  -0.0260
C  0.503234  0.924188  2.001791  -0.3648
O  -0.179356  0.811683  3.172409  0.0470
C  0.291685  1.956073  1.098096  -0.0417
C  0.970698  1.961488  -0.115976  -0.0463
H  3.679508  1.729149  -1.481148  0.0802
H  2.277044  1.451611  -2.478184  0.0743
H  3.146059  0.100755  -1.886432  0.0687
H  2.907363  -0.764670  0.343030  0.1117
H  1.596947  -0.898799  2.408667  0.1200
H  -0.640031  1.631286  3.381631  0.1072
H  -0.663778  2.468395  1.197479  0.1182
H  0.865517  2.792761  -0.797818  0.1123
C  -1.858546  -0.544005  0.175869  -0.1273
C  -2.688451  -1.646428  -0.452461  -0.3023
C  -1.898146  -2.288112  -1.592753  -0.1418
H  -1.853818  0.443195  -0.290603  0.0736
H  -0.861804  -0.879174  0.448348  0.0628
H  -2.330989  -0.226596  1.115493  0.0717
H  -2.969443  -2.401174  0.271603  0.0961
H  -3.580441  -1.267324  -0.958281  0.0995
H  -1.818264  -1.634892  -2.472606  0.0706
H  -0.873498  -2.554693  -1.320524  0.0663
H  -2.341713  -3.156973  -2.080167  0.0604

Force components x, y, z for each atom (eV/Å):
-0.2 -0.2 -0.5
0.6 0.7 -0.2
-0.7 0.0 -0.1
0.9 -0.1 -0.2
0.2 -0.1 0.1
-0.3 0.0 0.3
-1.1 -0.8 -0.5
0.6 0.0 0.7
0.0 0.0 0.3
-0.2 0.2 0.1
0.3 -0.2 0.0
0.1 -0.1 0.1
-0.2 0.1 0.2
0.0 0.0 -0.1
0.5 0.7 0.2
-0.3 -0.1 -0.2
-1.0 0.7 1.5
0.5 0.0 -1.6
0.4 -0.2 -1.0
0.4 -0.5 -0.9
0.1 0.1 -0.3
0.1 -0.4 0.3
-0.1 0.0 0.2
-0.2 0.1 0.6
0.1 0.4 0.4
-0.1 0.0 0.2
-0.3 -0.3 0.6

Values from the calculation:
HOMO level, eV: -8.4233
Multiplicity: 1
HOMO-LUMO gap, hartree: 0.3406
LUMO level, eV: 0.8
SMILES: Cc1ccc(O)cc1.CCC
Energy above the lowest of the compared OMol25 structures with the same formula, charge and spin, kcal/mol: 25.95